The following is a DFT calculation (the ωB97M-V functional and the def2-TZVPD basis) of a molecular structure, C5H10Cl2CuO2P.

* gap between HOMO and LUMO (spin up / spin down): 6.62 / 6.88 eV
* molar mass: 267.6 g/mol
* 2S+1: 2
* charge: +1

Each line ends with the Mulliken spin population.
Cartesian coordinates (Å):
1 C -1.452 -1.968 2.504  0.000
2 C -1.237 -1.322 1.184  0.004
3 Cl -2.553 -1.515 0.117  0.000
4 C -0.156 -0.619 0.822  0.000
5 Cl 1.112 -0.338 2.017  0.001
6 C 0.100 0.021 -0.484  0.068
7 C 1.445 -0.373 -1.101  -0.023
8 O 1.689 0.585 -2.082  0.101
9 P 0.688 1.993 -1.978  -0.061
10 O 0.128 1.415 -0.434  0.043
11 H -0.522 -2.220 2.986  0.000
12 H -2.003 -2.885 2.366  0.000
13 H -2.065 -1.338 3.146  0.000
14 H -0.680 -0.277 -1.179  -0.010
15 H 2.244 -0.302 -0.378  0.004
16 H 1.323 -1.368 -1.513  0.000
17 H 1.182 2.397 -3.283  0.129
18 H -0.285 1.229 -2.822  0.398
19 H -0.384 2.956 -1.918  0.129
20 H 1.669 2.895 -1.444  0.217
21 Cu -0.244 1.034 3.476  0.000